# 1
Below is an isolated ion of composition CO5S and charge -2, with properties calculated with wB97M-V/def2-TZVPD.

Gap between HOMO and LUMO, eV: 6.61
F_max, Eh/bohr: 0.05952
SMILES: O=C([O-])S(=O)(=O)[O-]
Total charge: -2

Cartesian coordinates (Å):
O (-1.6370, -1.1005, -0.3203)
S (0.9646, 0.0027, -0.0225)
O (1.4331, 0.4330, 1.2821)
O (-1.6692, 0.9972, 0.3680)
C (-1.1672, -0.0328, 0.0535)
O (1.5353, -1.3564, -0.3753)
O (1.3563, 1.1013, -0.9649)

Results of the Mulliken charge analysis, in e, for atoms 1 through 4: -0.595, 0.865, -0.675, -0.537

***

# 2
Below is a 2-piece molecular cluster, C5H8O overall, with properties calculated with wB97M-V/def2-TZVPD.

Gap between HOMO and LUMO (alpha / beta), eV: 8.05 / 7.74
F_max, Eh/bohr: 0.04162
SMILES: CC=C=O.C=C
Total charge: 0

Cartesian coordinates (Å):
C (0.5192, -0.5234, -1.8750)
H (-0.4201, 1.6467, 1.5414)
C (-0.5313, -0.1237, 0.4649)
H (-0.4246, 1.4107, -1.6373)
H (-0.2663, -0.9044, -2.5187)
C (0.0049, -1.5321, 0.1750)
O (-0.2328, -2.1411, 1.1833)
H (-0.7544, 0.3085, 2.6370)
H (1.2268, 1.2400, -0.8682)
H (1.4657, -1.0360, -1.8849)
C (0.3355, 0.7277, -1.2447)
H (-1.6238, -0.1858, 0.3077)
C (-0.1831, 0.5999, 1.7465)
H (0.8844, 0.5128, 1.9730)

Results of the Mulliken charge analysis, in e, for atoms 1 through 4: -0.515, 0.335, 0.198, 0.310

***

# 3
Below is a 7-piece molecular cluster, C6H24ClN12O6 overall, with properties calculated with wB97M-V/def2-TZVPD.

Gap between HOMO and LUMO, eV: 7.37
F_max, Eh/bohr: 0.19393
Total charge: -1

Cartesian coordinates (Å):
H (-0.1526, 4.2613, 0.4857)
N (-6.1430, -1.1180, 0.3982)
H (3.9862, -3.8755, -1.1157)
C (1.8324, -0.2746, 7.3670)
H (0.7935, 2.4850, -4.0478)
C (3.6487, -4.5781, 0.6170)
Cl (-0.6185, -0.6389, 1.0408)
H (0.3184, 0.2996, 8.4104)
C (-6.8848, -0.6783, 1.4564)
O (2.6579, 1.7254, -5.3005)
H (-0.1391, -2.1790, -4.1944)
H (-5.1801, -0.8159, 0.4390)
N (-0.5825, 4.8523, -0.2114)
H (1.7817, -0.1966, 5.3087)
N (-0.3130, -2.4698, -5.1458)
N (0.5475, 0.1975, 7.4321)
H (-6.0989, -0.0169, 3.2367)
H (-2.7238, -0.8086, -4.8178)
H (0.1866, 0.7443, 6.6634)
H (-6.7037, -1.1423, -0.4415)
O (4.5573, -5.4398, 0.5398)
H (2.3944, -3.4140, -0.3526)
N (1.4162, 1.8942, -3.5156)
H (2.8280, -5.1482, 2.3401)
N (1.2333, 5.8683, -0.1496)
H (2.0872, -3.8845, 1.4156)
H (-1.2749, 4.4618, -0.8344)
N (-5.9352, -0.4292, 2.3293)
N (-2.0373, -1.5279, -4.6403)
H (4.2964, 1.3144, -3.6038)
H (0.3331, -2.9122, -5.7838)
H (1.0667, 1.6575, -2.5981)
H (-4.9408, -0.5139, 2.1745)
O (-8.0665, -0.3302, 1.5365)
C (2.5066, 1.6090, -4.0972)
C (-1.3744, -1.9844, -5.7052)
H (3.0715, 1.3924, -2.2945)
N (2.3259, -0.4907, 6.1071)
O (2.5655, -0.5865, 8.3034)
H (1.4394, 5.3059, 0.6636)
H (-1.4611, -1.4710, -3.8128)
N (3.2850, -3.8890, -0.3889)
N (3.3576, 1.2106, -3.2459)
H (1.9830, 6.4333, -0.5224)
H (3.2383, -0.9131, 6.0116)
O (-0.3071, 6.6181, -1.5729)
N (2.8676, -4.5096, 1.5586)
C (0.0713, 5.8881, -0.6501)
O (-1.7399, -1.9826, -6.7926)

Results of the Mulliken charge analysis, in e, for atoms 1 through 4: 0.183, -0.428, 0.206, 0.606

***

# 4
Below is C18H39NOP2SiW as an isolated structure, with properties calculated with wB97M-V/def2-TZVPD.

Gap between HOMO and LUMO (alpha / beta), eV: 5.69 / 5.69
F_max, Eh/bohr: 0.09846
Total charge: +2

Cartesian coordinates (Å):
H (3.8988, -1.7034, 0.8410)
H (-4.2335, 1.7784, -0.2963)
P (2.1788, -0.5686, -0.4168)
C (-0.4979, -1.6465, 2.4011)
H (0.8742, -0.0201, 6.5633)
C (0.3452, 2.5552, -2.9331)
O (-0.3151, 0.3453, -2.1747)
C (-0.4109, -2.6254, -2.8182)
C (0.2866, 0.6923, 2.8132)
H (-0.3680, -3.7179, -2.9410)
C (-0.6163, 0.7886, -4.5046)
C (2.8674, -1.3429, -1.9088)
H (1.2331, 0.6942, -3.4366)
H (0.7165, -3.2566, -0.5017)
H (-4.3585, -0.3913, -1.8771)
C (-3.4886, -0.8335, 1.0059)
H (1.4876, 2.1926, 5.6334)
H (-0.0409, 1.0898, -5.3899)
C (0.1724, -0.8303, 4.7016)
H (1.3579, 2.7651, -2.5733)
H (-0.3717, 2.9135, -2.1856)
H (2.8608, 1.4998, 0.6655)
H (0.6997, 3.8612, 3.4201)
C (0.2096, 1.0721, -3.2461)
H (2.5524, -0.8033, -2.8113)
H (-1.3452, -2.2484, -3.2534)
C (0.8603, 1.7230, 3.6326)
H (2.5489, -2.3865, -1.9920)
N (0.1407, 0.8568, 1.5143)
H (1.0294, 2.9744, 1.9216)
H (4.1613, 0.7928, -0.3405)
H (-1.5433, 1.3734, -4.4911)
Si (-0.3646, -2.3138, -0.9330)
H (0.2074, 3.1358, -3.8547)
C (1.2471, 3.0136, 2.9925)
P (-2.5784, 0.0206, -0.3272)
C (3.0812, 1.0029, -0.2883)
C (2.8207, -1.5388, 0.9929)
C (1.0573, 1.4351, 4.9732)
H (-0.0886, -1.8116, 5.1051)
H (-1.4581, -2.0802, 2.7131)
C (0.7124, 0.1773, 5.5030)
H (2.8061, 1.6803, -1.1077)
H (-3.1136, -1.6700, -1.9917)
H (-3.2617, -1.9058, 1.0147)
W (-0.1771, 0.0000, -0.1792)
H (-4.5667, -0.6951, 0.8405)
H (-2.7241, 2.3131, -1.1016)
H (2.3144, 3.2337, 3.1253)
H (0.2222, -2.4712, 2.2968)
H (-3.2146, -0.4145, 1.9833)
H (-2.8150, -0.0810, -2.7467)
C (-3.2774, -0.5919, -1.8918)
H (2.3165, -2.5074, 1.0683)
H (2.6710, -0.9941, 1.9339)
H (3.9636, -1.3062, -1.8300)
C (-3.1337, 1.7465, -0.2548)
H (-0.8727, -0.2691, -4.6154)
H (-1.6239, -2.9916, -0.4956)
C (-0.0343, -0.5972, 3.3423)
H (-0.6586, -1.1624, 1.3596)
H (-2.7971, 2.2175, 0.6765)
H (0.4485, -2.1685, -3.3247)

Results of the Mulliken charge analysis, in e, for atoms 1 through 4: 0.525, 0.484, 0.530, -0.397

***

# 5
Below is C33H30BrCl7MgN2O4P2 as an isolated structure, with properties calculated with wB97M-V/def2-TZVPD.

Gap between HOMO and LUMO (alpha / beta), eV: 6.03 / 5.52
F_max, Eh/bohr: 0.17767
Total charge: 0

Cartesian coordinates (Å):
C (-0.9707, -2.2995, 3.9773)
H (5.6889, -6.4740, 1.9984)
H (0.6145, -0.4017, 3.3441)
N (3.2617, -5.2152, 1.0352)
H (7.0268, -2.6914, 3.5258)
C (-1.2840, 1.6232, 0.9262)
C (3.0550, 3.7066, 0.8218)
P (3.1116, 1.8662, 1.0481)
Cl (0.0112, 1.4706, 1.9516)
H (1.0949, -6.2706, -0.2985)
C (3.7777, 1.8384, 2.7704)
H (7.3724, -5.0959, 3.1744)
C (5.5298, -5.4153, 2.1548)
C (-4.5946, 2.9943, 0.8357)
C (1.5107, -0.3765, -3.0418)
H (-2.3144, 0.1579, 4.9377)
C (-4.4255, 2.4025, -0.4989)
C (-2.8400, -0.2188, 4.0579)
C (-3.4809, 2.7758, 1.5427)
H (0.8637, 1.9505, 3.1332)
C (6.2650, -3.2612, 3.0110)
C (6.4639, -4.6359, 2.8093)
C (5.1241, -2.6254, 2.5654)
H (4.9683, -1.5650, 2.7113)
O (0.9539, -1.8048, 0.5807)
Cl (-3.1618, 3.3982, 3.1013)
C (2.8773, -0.8141, -5.0306)
C (-0.2514, 0.0037, 2.8404)
C (-2.8363, -1.6868, -0.4152)
C (2.4468, -4.1390, 0.8525)
N (2.9507, -3.0398, 1.3621)
C (0.5778, -5.3223, -0.3416)
C (4.3840, -4.7677, 1.7093)
H (2.2349, 4.1919, 1.3508)
H (0.9584, 3.0226, -2.9635)
H (-0.1813, -2.8422, 3.4546)
H (2.2360, 2.5000, -4.7871)
O (0.3781, 1.8100, -1.4817)
C (2.2116, -1.2582, -3.9216)
H (2.9658, 3.9464, -0.2374)
C (1.5546, 0.9995, -3.3964)
H (-0.8955, 2.2311, 2.9232)
H (-3.6083, -0.9302, 4.3753)
H (3.9905, 4.1309, 1.1878)
C (0.9228, 1.9929, -2.5667)
P (-1.7141, -1.0464, 2.8552)
Mg (0.1055, -0.1120, -0.3496)
H (-2.3378, -4.0277, -1.4840)
O (0.8872, -0.8302, -2.0308)
C (-1.3684, -4.0602, -1.0094)
C (1.4811, 1.2954, 1.2154)
H (-0.5601, -1.8523, 4.8845)
Cl (-2.6057, 1.0489, -1.9620)
C (2.8856, 0.5518, -5.3481)
C (-3.2200, 1.8266, -0.5764)
H (-3.3527, 0.6109, 3.5714)
C (0.4600, -2.9632, 0.1078)
C (-0.8009, -2.9195, -0.4821)
H (3.0882, -6.1521, 0.7201)
H (-3.1271, -0.7242, -0.0141)
Cl (3.7380, 1.0831, -6.7681)
O (-1.3983, -1.6794, -0.5074)
H (-1.7418, -3.0195, 4.2581)
H (-3.1418, -2.4687, 0.2755)
H (3.3967, -1.5197, -5.6645)
C (4.1714, -3.3985, 1.9065)
H (1.8384, -1.9702, 1.0187)
C (-2.5291, 1.9891, 0.7222)
C (1.1492, -4.1651, 0.1899)
C (-0.6639, -5.2581, -0.9337)
H (-3.2643, -1.8308, -1.4069)
H (0.2037, 2.9516, 1.6514)
Cl (2.2015, -2.9499, -3.5394)
H (3.1479, 2.3595, 3.4918)
Cl (-5.6026, 2.4733, -1.7245)
H (4.7555, 2.3257, 2.7537)
C (2.2325, 1.4438, -4.5461)
H (3.9137, 0.8100, 3.1055)
Br (-1.4351, -6.8223, -1.6622)
Cl (-5.9817, 3.8362, 1.3370)

Results of the Mulliken charge analysis, in e, for atoms 1 through 4: -1.442, 0.395, 0.630, -0.068

***

# 6
Below is one molecule with the formula C4H9FN2, with properties calculated with wB97M-V/def2-TZVPD.

Gap between HOMO and LUMO, eV: 10.20
F_max, Eh/bohr: 0.05557
SMILES: N[C@H]1CNC[C@@H]1F
Total charge: 0

Cartesian coordinates (Å):
H (-1.4024, -1.8752, -0.9959)
N (-0.4345, -1.5639, -1.0369)
F (1.0905, 1.5520, -1.0288)
H (-1.6166, -0.7882, 0.8538)
C (-1.1683, 0.1779, 0.5002)
H (1.8501, -0.3451, -0.7728)
H (1.9206, 1.0849, 1.4783)
H (-2.0024, 0.7697, 0.4018)
H (1.2251, -0.6923, 1.5151)
H (-0.1555, -1.8627, -2.0246)
C (1.1074, 0.3328, 1.0942)
C (1.0244, 0.2475, -0.4198)
C (-0.3837, -0.1332, -0.8426)
N (-0.2126, 0.7300, 1.4997)
H (-0.2323, 1.7438, 1.4681)
H (-0.6099, 0.6221, -1.6896)

Results of the Mulliken charge analysis, in e, for atoms 1 through 4: 0.223, -0.730, -0.367, 0.344